No. 1
Formula: C34H57N11O24S6
Source: the Open Molecules 2025 dataset
Level of theory: ωB97M-V/def2-TZVPD

Calculated values
Kohn-Sham gap   11.0 eV
Electronic energy   -6126.680286 a.u.

Last column: Mulliken charge in e.
Positions of all 132 atoms, in Å:
C: 1.6028 -1.5964 4.8226  -1.105
C: 1.9841 -1.2027 3.4683  0.425
N: 2.3022 -0.8373 2.4314  -0.218
H: 1.6587 -0.7233 5.5204  0.338
H: 2.3811 -2.2635 5.2404  0.313
H: 0.6567 -2.0914 4.9483  0.324
C: 7.0083 -1.5043 2.6369  -0.680
C: 7.3762 -2.0073 1.2802  0.386
N: 7.7083 -2.4035 0.2587  -0.452
H: 6.1102 -0.8837 2.5432  0.153
H: 7.7834 -0.8845 3.0868  0.353
H: 6.7121 -2.4422 3.1909  0.249
C: -3.8002 -4.0283 -2.1084  -0.716
C: -2.4126 -3.5104 -1.9439  0.457
N: -1.3069 -3.2327 -1.6752  -0.322
H: -3.8880 -4.7704 -2.8722  0.273
H: -4.5039 -3.2262 -2.3554  0.230
H: -4.1165 -4.4223 -1.1606  0.184
C: 5.4389 -1.5248 -2.2691  -0.678
C: 4.2915 -1.0188 -1.6605  0.685
N: 3.3818 -0.5643 -1.1402  -0.458
H: 5.8677 -0.8442 -2.9781  0.448
H: 5.1651 -2.4258 -2.8165  0.173
H: 6.1527 -1.6541 -1.4424  0.040
C: 1.4307 -5.3909 -2.7269  -0.612
C: 2.4941 -4.7963 -3.4926  0.549
N: 3.3871 -4.2419 -3.9296  -0.582
H: 0.7833 -5.8787 -3.4493  0.369
H: 0.7938 -4.6883 -2.1452  -0.024
H: 1.8498 -6.1359 -2.1207  0.344
C: -7.8675 -3.0796 0.6393  -0.817
C: -6.6521 -3.8850 0.7481  0.477
N: -5.7351 -4.4890 1.1179  -0.457
H: -7.6261 -2.1097 1.0738  0.208
H: -8.6747 -3.5296 1.1863  0.326
H: -8.1915 -2.9265 -0.3857  0.273
C: -2.4550 -4.4476 1.5561  -0.238
C: -1.2644 -4.0222 2.2675  0.156
N: -0.2903 -3.6978 2.7392  -0.328
H: -2.3110 -4.3538 0.5001  -0.280
H: -3.3166 -3.8750 1.7701  0.224
H: -2.7381 -5.4733 1.8329  0.396
C: 1.1476 -1.5824 -3.2768  0.058
C: 1.1310 -0.0859 -3.4866  0.237
N: 1.2997 1.0570 -3.4942  -0.505
H: 1.8535 -2.1122 -3.8785  0.591
H: 0.1756 -2.0684 -3.5739  -0.079
H: 1.3333 -1.5397 -2.2347  -0.410
C: -4.1169 -0.0637 4.3638  -0.466
C: -5.5101 -0.3446 3.8547  0.308
N: -6.5331 -0.5128 3.3816  -0.441
H: -4.2650 0.4625 5.3566  0.290
H: -3.4172 0.4735 3.6848  0.047
H: -3.6416 -1.0340 4.5452  0.273
C: -0.0556 -0.0205 -0.3209  1.069
C: -1.0458 -0.1464 0.7147  -0.295
N: -1.8014 -0.3036 1.6010  -0.413
H: -0.3853 0.5616 -1.2304  -0.068
H: 0.1064 -1.0528 -0.6247  -0.323
H: 0.8479 0.4694 0.1612  -0.031
C: -2.7899 -3.0579 -6.1522  -0.460
C: -3.2283 -4.3837 -5.7874  0.461
N: -3.5911 -5.4175 -5.4031  -0.497
H: -2.1821 -2.6296 -5.4135  -0.034
H: -3.6774 -2.3835 -6.1415  0.199
H: -2.3213 -2.8990 -7.0988  0.370
C: -4.4632 0.3427 -0.4485  0.158
C: -5.3456 1.1406 -1.4004  -0.296
O: -4.5955 1.3070 -2.6360  -0.381
S: -3.5664 0.0828 -2.8270  1.069
O: -2.2383 0.4957 -3.0834  -0.498
O: -4.2271 -0.7500 -3.7797  -0.626
O: -3.5825 -0.3812 -1.3016  -0.276
H: -4.9163 -0.3706 0.2598  0.235
H: -3.8940 0.9410 0.2013  0.004
H: -5.4549 2.1774 -1.1049  0.277
H: -6.2754 0.6609 -1.6818  0.240
C: 4.6573 2.9637 0.5223  -0.165
C: 4.4597 3.0128 -1.0358  -0.268
O: 3.6395 4.1154 -1.3509  -0.371
S: 2.6180 4.2358 -0.1547  0.901
O: 1.5019 3.4072 -0.4907  0.117
O: 2.4079 5.5875 0.2040  -0.779
O: 3.4790 3.5409 0.9853  -0.298
H: 5.5710 3.4783 0.8593  0.272
H: 4.6788 1.9230 0.9320  0.145
H: 3.9150 2.1243 -1.3039  0.075
H: 5.3295 3.1748 -1.6341  0.379
C: -0.7784 6.0299 1.2854  -0.071
C: -1.9787 6.6879 0.6755  -0.093
O: -3.0958 5.8372 1.1211  -0.403
S: -2.7056 4.3038 1.2386  0.938
O: -3.2973 3.5959 0.1384  -0.419
O: -3.0288 3.7917 2.5084  -0.590
O: -1.1226 4.5180 1.0770  -0.228
H: -0.6329 6.0601 2.3482  0.153
H: 0.1943 6.1141 0.7695  0.186
H: -1.8983 6.7004 -0.4139  0.093
H: -2.2197 7.6730 1.0478  0.362
C: 0.5354 4.2455 -3.2805  0.111
C: -0.9771 4.2348 -2.8964  -0.025
O: -1.2194 5.4606 -2.2427  -0.238
S: -0.1684 6.4866 -2.6342  1.154
O: -0.0202 7.4278 -1.5938  -0.582
O: -0.3289 7.0267 -3.9537  -0.659
O: 1.0439 5.4605 -2.6020  -0.255
H: 0.6634 4.3036 -4.3376  0.459
H: 1.1500 3.4311 -2.8909  -0.133
H: -1.1919 3.4859 -2.1645  -0.043
H: -1.6254 4.1543 -3.7415  0.254
C: 3.2993 -3.9286 1.7907  0.122
C: 4.0938 -3.1397 0.7195  1.617
O: 4.2988 -4.1635 -0.3049  -0.093
S: 4.5619 -5.5266 0.4005  1.030
O: 5.8255 -5.5142 1.1003  -0.636
O: 4.3998 -6.6667 -0.4223  -0.586
O: 3.3691 -5.3175 1.3905  -0.417
H: 2.2098 -3.7116 1.7334  -0.018
H: 3.7054 -3.7828 2.7947  0.233
H: 5.1064 -2.8301 1.1113  -0.911
H: 3.5683 -2.2965 0.3135  -0.504
C: 1.1255 3.3067 3.4453  0.536
C: 0.0209 3.0043 4.4484  -0.087
O: -0.3630 4.3102 4.7957  -0.313
S: 1.0248 5.1048 5.1872  1.083
O: 1.3728 4.8032 6.5548  -0.588
O: 0.9330 6.4674 4.8051  -0.533
O: 1.9418 4.2967 4.1879  -0.278
H: 0.7008 3.7356 2.5449  -0.635
H: 1.7157 2.3877 3.2783  0.312
H: 0.4551 2.4040 5.2286  0.397
H: -0.8644 2.5151 3.9741  0.123

No. 2
Formula: C34H57N2P3PdS
Source: the Open Molecules 2025 dataset
Level of theory: ωB97M-V/def2-TZVPD

Calculated values
Energy above the lowest of the compared OMol25 structures with the same formula, charge and spin   0.071 eV
Kohn-Sham gap   6.5 eV
Electronic energy   -2989.451762 a.u.

Last column: Mulliken charge in e.
Positions of all 98 atoms, in Å:
Pd: 1.2857 -0.3242 0.5736  -1.191
C: 0.9948 2.5258 -4.2208  -1.823
P: 0.8948 1.2679 -2.8755  0.890
C: -0.6549 1.9287 -2.0800  -0.293
N: -1.6950 2.1263 -2.8476  0.019
C: -2.8305 2.6299 -2.2955  0.267
C: -3.9836 2.8046 -3.0922  -0.491
C: -5.1219 3.3103 -2.5297  -0.548
C: -5.1528 3.6651 -1.1626  -0.586
C: -4.0463 3.5081 -0.3757  -0.444
C: -2.8621 2.9802 -0.9351  -0.026
N: -1.7679 2.8031 -0.1498  0.034
C: -0.6945 2.2711 -0.6749  -0.063
P: 0.6866 1.8985 0.5279  1.738
C: -0.1729 2.4276 2.0573  -2.030
C: 1.8728 3.3587 0.3093  2.273
C: 1.1448 4.6690 0.0083  -1.809
C: 2.6329 3.4810 1.6377  -2.003
C: 2.8980 3.0851 -0.7900  -1.529
C: 0.2894 -0.2523 -3.7982  2.420
C: -0.6379 -0.0150 -4.9865  -1.819
C: -0.3861 -1.1445 -2.7541  -2.205
C: 1.5721 -0.9373 -4.2873  -1.869
H: 0.0371 2.6680 -4.7200  0.390
H: 1.7433 2.2079 -4.9492  0.402
H: 1.3223 3.4790 -3.8032  0.444
H: -3.9310 2.5270 -4.1371  0.484
H: -6.0115 3.4439 -3.1316  0.404
H: -6.0659 4.0641 -0.7398  0.416
H: -4.0426 3.7652 0.6755  0.493
H: -0.5126 3.4611 2.0334  0.464
H: 0.5032 2.2752 2.8971  0.507
H: -1.0402 1.7816 2.1896  0.406
H: 0.3749 4.8946 0.7467  0.277
H: 0.6684 4.6427 -0.9740  0.275
H: 1.8599 5.4977 0.0091  0.520
H: 1.9966 3.8456 2.4437  0.359
H: 3.4559 4.1898 1.5163  0.553
H: 3.0584 2.5205 1.9437  0.288
H: 2.4660 3.1724 -1.7852  0.070
H: 3.3183 2.0809 -0.7085  0.131
H: 3.7107 3.8142 -0.7173  0.598
H: -1.5346 0.5289 -4.6954  0.211
H: -0.9380 -0.9814 -5.4046  0.506
H: -0.1380 0.5426 -5.7806  0.354
H: -1.3672 -0.7567 -2.4722  0.283
H: 0.2337 -1.1900 -1.8524  0.007
H: -0.5170 -2.1590 -3.1423  0.828
H: 2.1238 -0.3078 -4.9901  0.419
H: 1.3199 -1.8679 -4.8048  0.480
H: 2.2393 -1.1697 -3.4548  0.214
C: 1.4329 -4.2841 1.4859  -1.694
C: 0.0472 -3.6959 1.2066  2.309
C: -1.0359 -4.6156 1.7712  -1.909
C: -0.1321 -3.6354 -0.3147  -1.744
P: 0.0232 -1.8913 1.7709  1.241
C: -1.7816 -1.5199 1.6754  0.141
C: -2.1888 -0.6968 0.6273  0.168
C: -3.5254 -0.3700 0.4389  -0.543
C: -4.4837 -0.8479 1.3185  -1.095
C: -4.0972 -1.6639 2.3750  -0.815
C: -2.7635 -2.0032 2.5429  -0.027
C: 0.4762 -1.8309 3.6049  2.092
C: 2.0048 -1.6704 3.6533  -1.605
C: 0.0889 -3.0014 4.5123  -1.831
C: -0.1365 -0.5492 4.1747  -1.868
H: 1.5640 -5.2031 0.9072  0.523
H: 1.5780 -4.5338 2.5372  0.327
H: 2.2146 -3.5823 1.1884  -0.093
H: -0.8825 -5.6244 1.3749  0.565
H: -2.0312 -4.2925 1.4650  0.373
H: -1.0161 -4.6844 2.8573  0.229
H: -0.1520 -4.6513 -0.7206  0.708
H: 0.6901 -3.0886 -0.7781  -0.047
H: -1.0665 -3.1412 -0.5928  0.251
H: -1.4299 -0.3019 -0.0391  -0.067
H: -3.8141 0.2683 -0.3884  0.539
H: -5.5259 -0.5861 1.1858  0.395
H: -4.8378 -2.0408 3.0695  0.464
H: -2.4942 -2.6542 3.3626  0.175
H: 2.5241 -2.5523 3.2767  0.315
H: 2.3216 -1.5112 4.6889  0.556
H: 2.3150 -0.8102 3.0535  0.056
H: 0.5456 -3.9415 4.2077  0.328
H: -0.9880 -3.1502 4.5777  0.231
H: 0.4437 -2.7826 5.5244  0.509
H: 0.1048 0.3062 3.5467  0.103
H: 0.2738 -0.3718 5.1735  0.618
H: -1.2216 -0.6126 4.2598  0.302
C: 3.8347 -2.5203 -0.9744  -1.304
S: 3.3627 -0.8060 -0.6741  0.407
C: 4.6596 -0.3933 0.5098  -0.978
H: 3.9135 -3.0801 -0.0438  0.366
H: 4.7841 -2.5619 -1.5094  0.456
H: 3.0602 -2.9737 -1.5922  0.308
H: 5.6439 -0.5479 0.0677  0.435
H: 4.5567 -0.9932 1.4141  0.228
H: 4.5424 0.6568 0.7710  0.206

No. 3
Formula: C34H57N3NiO2Si
Source: the Open Molecules 2025 dataset
Level of theory: ωB97M-V/def2-TZVPD

Calculated values
Energy above the lowest of the compared OMol25 structures with the same formula, charge and spin   0.000 eV
Kohn-Sham gap (spin up / spin down)   8.6 / 7.2 eV
Electronic energy   -3442.229819 a.u.
Multiplicity   3

Last column: Löwdin spin population.
Positions of all 98 atoms, in Å:
O: 1.1493 -2.8139 0.4555  0.008
O: -2.2075 -2.3730 -5.0163  0.000
C: 2.1544 -2.6185 -0.5744  0.000
C: 3.2689 -3.6257 -0.3496  0.000
H: 2.5318 -1.5753 -0.5774  0.000
H: 1.6951 -2.8015 -1.5597  0.000
H: 3.8305 -3.4212 0.5740  0.000
H: 4.0130 -3.6165 -1.1593  0.000
H: 2.8597 -4.6510 -0.2563  0.000
C: -0.0946 -3.3413 -0.1047  0.001
C: -0.1452 -4.1017 -1.4095  0.000
H: -0.7545 -2.4545 -0.1554  0.001
H: -0.4607 -4.0111 0.6762  0.000
H: -0.3964 -3.4719 -2.2607  0.000
H: -1.0007 -4.7630 -1.3029  0.000
H: 0.7112 -4.7388 -1.6291  0.000
C: -2.9213 -1.9246 -3.8665  0.000
C: -1.2727 -1.4072 -5.4795  0.000
C: -3.7187 -3.0662 -3.2736  0.000
H: -3.6210 -1.1340 -4.1782  0.000
H: -2.2925 -1.4730 -3.0706  0.000
H: -4.1804 -3.6773 -4.0469  0.000
H: -4.5179 -2.6937 -2.6301  0.000
H: -3.0643 -3.7066 -2.6776  0.000
C: -0.6863 -1.8446 -6.8028  0.000
H: -0.4445 -1.2396 -4.7653  0.000
H: -1.7687 -0.4346 -5.6156  0.000
H: -0.1100 -2.7622 -6.6867  0.000
H: -0.0223 -1.0638 -7.1728  0.000
H: -1.4499 -2.0182 -7.5614  0.000
H: -0.4402 1.4752 -1.2118  0.000
N: 1.6095 0.9360 2.2820  0.046
C: 1.5700 2.2477 2.5569  0.003
C: 0.4216 3.0241 2.3989  0.005
C: -0.8620 2.5354 2.1847  0.007
C: 2.8119 2.9297 3.0764  0.002
H: 3.6625 2.8328 2.3896  0.000
H: 3.1342 2.5431 4.0579  0.000
H: 2.5950 3.9987 3.1903  0.000
C: -1.9870 3.5452 2.1660  0.004
H: -2.5075 3.5971 3.1382  0.000
H: -2.7417 3.3365 1.4005  0.000
H: -1.5741 4.5445 1.9756  0.000
N: -1.1065 1.2216 2.0681  0.083
C: 2.8185 0.1909 2.4232  0.008
C: 3.8209 0.2050 1.4285  0.011
C: 3.7534 1.0582 0.1879  0.001
C: 4.8944 -0.6733 1.5775  -0.001
H: 5.6546 -0.6748 0.7967  0.000
C: 4.9884 -1.4952 2.7040  0.012
H: 5.8277 -2.1803 2.7817  0.001
C: 4.0271 -1.4484 3.7118  -0.002
H: 4.0712 -2.0876 4.5934  0.000
C: 2.9636 -0.5593 3.6032  0.016
C: 1.9294 -0.4187 4.6812  0.022
C: -2.4512 0.8235 2.3231  0.002
C: -3.3758 0.5967 1.2764  0.004
C: -3.0303 0.8737 -0.1575  0.000
C: -4.6285 0.0800 1.5926  0.000
H: -5.3042 -0.1548 0.7632  0.000
C: -4.9865 -0.1607 2.9127  0.005
H: -5.9644 -0.5849 3.1420  0.000
C: -4.1097 0.1532 3.9518  -0.001
H: -4.3683 -0.0192 4.9940  0.000
C: -2.8456 0.6705 3.6690  0.003
C: -1.8987 1.0343 4.7730  0.003
Ni: 0.2227 -0.4105 2.4635  1.703
H: 3.3347 0.4955 -0.6668  0.001
H: 4.7785 1.3432 -0.1024  0.000
H: 3.1773 1.9899 0.2961  0.000
H: 1.6264 0.6282 4.8322  0.000
H: 2.3421 -0.7717 5.6272  0.002
H: 1.0073 -1.0073 4.4642  0.011
H: -3.8433 0.4896 -0.7891  0.000
H: -2.1104 0.3548 -0.4583  0.000
H: -2.9194 1.9463 -0.3981  0.000
H: -0.9045 0.5750 4.6120  0.002
H: -2.2778 0.6523 5.7261  0.000
H: -1.7333 2.1216 4.8696  0.000
H: 0.5375 4.1064 2.4714  0.000
C: 0.0198 1.0517 -2.0952  0.000
Si: 0.3643 2.6550 -3.0067  0.000
H: 0.9783 0.5953 -1.8112  0.000
H: -0.6070 0.3375 -2.6660  0.000
C: 1.8369 2.5472 -4.1754  0.000
C: 0.7660 3.6335 -1.4331  0.000
C: -1.4821 2.8800 -3.4059  0.000
H: -1.9532 1.8987 -3.5967  0.000
H: -1.7334 3.5423 -4.2443  0.000
H: -1.9682 3.2690 -2.4906  0.000
H: 2.7074 2.1777 -3.6051  0.000
H: 2.1371 3.5148 -4.6121  0.000
H: 1.6826 1.8301 -4.9993  0.000
H: 1.4827 3.0761 -0.8019  0.000
H: -0.1351 3.7381 -0.8055  0.000
H: 1.1861 4.6382 -1.5818  0.000
N: -1.3661 -2.9874 2.7799  0.019
C: -0.6093 -2.0832 2.6779  0.018

Number 3 is which compound?
C34H57N3NiO2Si

Among the records above, which one has the highest electronic energy?
C34H57N2P3PdS

The highest electronic energy belongs to which entry?
C34H57N2P3PdS